This record from the Open Molecules 2025 dataset describes a structure of composition C44H107AsF6N5O21 at a distorted geometry. The level of theory is ωB97M-V with the def2-TZVPD basis set.

As for the total charge: -1. The multiplicity is 1. The value obtained for the HOMO-LUMO gap is 9.1 eV. The value obtained for the HOMO energy is -6.92 eV. The calculation puts the calculated total energy at -6429.46820 a.u.

Geometry as XYZ:
```
184
Properties=species:S:1:pos:R:3:forces:R:3
As 0.109044 1.542534 0.150007 0.423 1.119 0.285
F 0.467886 2.320539 1.689431 -0.360 -0.428 -0.251
F -0.466883 0.113945 0.955202 0.316 0.126 -0.106
F -0.196488 0.841537 -1.414725 0.077 -0.070 0.281
F 0.671978 3.007795 -0.639423 -0.157 -0.457 0.085
F 1.749899 0.928157 0.165524 -0.566 -0.096 -0.172
F -1.517688 2.182805 0.200043 0.270 -0.196 -0.068
C 3.079719 4.040266 9.567287 0.481 -1.067 0.207
C 2.460819 2.645073 9.481792 0.041 0.672 0.505
O 1.657178 2.498213 8.319325 -0.993 0.170 0.632
C 2.215089 2.162627 7.181065 0.855 -0.266 -1.336
O 3.369902 1.853478 7.007048 -0.185 0.019 0.272
O 1.285697 2.240534 6.221658 -0.456 0.131 0.959
C 1.569344 1.765293 4.927037 0.777 -0.524 -0.923
H 3.540079 4.065865 10.558399 0.118 0.316 -0.055
H 2.328329 4.821975 9.508592 -0.018 0.008 -0.179
H 3.865926 4.136398 8.820261 -0.101 0.314 -0.065
H 1.796133 2.568343 10.342520 -0.346 -0.288 -0.284
H 3.185460 1.838383 9.572688 0.185 0.093 -0.304
H 1.781286 2.590211 4.244480 -0.176 0.045 0.086
H 0.720701 1.187347 4.564190 -0.136 0.221 0.126
H 2.438290 1.103860 4.896573 -0.002 0.128 0.318
C -7.570825 -4.295500 0.868165 -0.243 -0.108 0.663
C -6.111215 -3.992862 1.095365 0.245 -0.809 0.978
O -5.882951 -2.632507 0.771967 -0.270 0.368 -0.853
C -4.635162 -2.192018 0.920088 0.505 -0.404 0.545
O -3.724903 -2.878876 1.304410 0.376 -0.158 0.123
O -4.574424 -0.914437 0.627778 -1.005 0.263 -0.074
C -3.432458 -0.177265 1.007445 1.231 0.806 0.037
H -8.182744 -3.515034 1.323150 0.005 0.226 -0.401
H -7.868468 -5.182240 1.433605 0.270 -0.225 -0.221
H -7.811829 -4.452911 -0.180215 -0.085 0.212 -0.017
H -5.461331 -4.714654 0.592340 0.062 0.490 -0.557
H -5.814208 -4.132843 2.141257 -0.333 0.102 0.070
H -2.576941 -0.364533 0.363388 -0.196 -0.208 -0.157
H -3.081348 -0.311389 2.030548 -0.449 -0.534 0.114
H -3.687255 0.876686 0.922609 -0.191 -0.085 -0.206
C 4.578179 0.405661 -0.318397 -0.055 0.687 0.746
C 4.070188 1.318159 -1.420787 -0.660 -1.235 -0.299
O 5.146031 1.821480 -2.227401 0.057 0.487 0.168
C 5.784726 1.049314 -3.080820 -0.618 -0.872 -0.077
O 6.780888 1.376258 -3.645805 0.796 0.260 -0.481
O 5.163537 -0.137111 -3.258720 -0.476 0.307 0.305
C 5.755614 -1.091393 -4.113863 0.522 -0.449 -0.208
H 4.941524 1.015302 0.513327 0.395 -0.210 -0.055
H 5.333125 -0.287480 -0.683564 0.176 0.186 -0.027
H 3.778329 -0.200611 0.100205 -0.172 0.074 -0.170
H 3.510875 2.193094 -1.109262 0.195 0.010 0.317
H 3.384329 0.698497 -2.005772 0.099 0.385 -0.392
H 5.046024 -1.907566 -4.224707 -0.082 0.098 0.131
H 6.662463 -1.490201 -3.654175 0.007 0.034 -0.056
H 6.005228 -0.701034 -5.100342 -0.005 0.266 0.150
C -0.055443 -2.501044 -4.326793 0.214 0.226 -0.286
O 1.055993 -2.248617 -3.498909 -0.062 0.080 0.060
C 0.730149 -2.349108 -2.133397 0.314 -0.941 1.295
C 2.004428 -2.366075 -1.283500 0.030 0.134 -0.050
N 2.871392 -3.499629 -1.612396 -0.452 0.067 -0.258
C 4.178608 -3.443769 -0.967914 0.353 0.486 -1.489
C 5.074991 -4.470047 -1.655559 -0.014 0.102 0.637
O 5.243489 -4.165014 -3.034675 0.049 -0.287 0.418
C 5.754668 -5.281614 -3.741181 -0.079 0.736 -0.813
H 0.279826 -2.378203 -5.356225 0.009 0.003 -0.014
H -0.859977 -1.781108 -4.146937 -0.093 -0.025 0.104
H -0.434927 -3.520203 -4.209014 -0.039 -0.039 0.162
H 0.230533 -3.302480 -1.909199 -0.080 -0.152 -0.378
H 0.042620 -1.581928 -1.766645 0.160 0.390 -0.322
H 1.751786 -2.463806 -0.224752 -0.286 0.185 -0.040
H 2.520050 -1.404212 -1.411224 0.075 0.057 0.011
H 3.043653 -3.413960 -2.611558 0.035 -0.274 0.033
H 4.152743 -3.617072 0.106782 -0.206 -0.076 0.020
H 4.603260 -2.449169 -1.171564 0.262 0.044 0.410
H 4.607839 -5.445373 -1.488844 -0.010 -0.183 -0.370
H 6.074869 -4.500217 -1.214144 0.020 0.044 0.302
H 4.905076 -5.835465 -4.142945 0.171 -0.559 0.214
H 6.474298 -5.880139 -3.180704 -0.319 -0.160 0.333
H 6.318365 -4.909127 -4.600427 -0.107 0.165 -0.021
C -3.064098 0.837253 -2.651497 0.183 0.069 0.422
O -4.148106 0.512301 -3.490020 -0.116 0.390 -0.497
C -4.690981 -0.754550 -3.191717 1.381 -0.836 0.173
C -5.429281 -1.275436 -4.397176 -0.516 0.648 0.222
N -6.673729 -0.513124 -4.602319 0.441 -0.290 -0.534
C -7.575233 -1.159896 -5.538718 -0.465 -0.307 -0.686
C -7.264586 -0.859723 -6.995100 0.359 -0.249 -0.436
O -7.349014 0.534151 -7.193297 -0.130 0.198 0.256
C -6.975303 0.954978 -8.473660 0.218 0.074 -0.380
H -2.215991 0.151415 -2.749808 -0.196 -0.339 -0.007
H -3.396526 0.853582 -1.610909 0.174 0.001 0.105
H -2.641184 1.810993 -2.890742 -0.446 0.154 -0.194
H -5.217022 -0.744334 -2.231523 -0.342 0.011 -0.210
H -3.828227 -1.442158 -3.092884 -0.148 -0.037 0.339
H -5.702598 -2.328620 -4.322793 0.170 -0.031 0.384
H -4.673391 -1.189011 -5.192368 -0.355 -0.009 -0.340
H -6.391619 0.365505 -5.030281 -0.282 0.189 0.333
H -8.627893 -0.910179 -5.369035 0.139 0.366 0.237
H -7.547244 -2.248697 -5.434577 0.194 0.005 0.209
H -7.916318 -1.392123 -7.701633 -0.375 0.056 0.200
H -6.263265 -1.234217 -7.256032 0.208 0.253 0.147
H -7.013635 2.041641 -8.538394 -0.103 0.011 0.307
H -7.646673 0.568560 -9.249186 0.012 -0.186 0.015
H -5.945162 0.661891 -8.705860 -0.009 -0.148 -0.045
C 2.345057 -1.447546 2.568047 -0.072 0.158 -0.516
O 1.498211 -2.532421 2.863390 0.327 -0.157 1.116
C 0.105349 -2.237065 2.885381 0.645 0.071 -0.746
C -0.599544 -3.430765 3.494288 0.133 0.827 -0.235
N -0.254971 -3.603163 4.906960 -0.443 -0.469 -0.382
C -1.173866 -4.578179 5.494346 0.242 -0.125 0.343
C -0.735252 -4.994395 6.884575 0.053 0.826 0.372
O 0.608379 -5.422990 6.838931 0.002 -0.494 -0.138
C 1.093947 -5.829886 8.094255 -0.286 0.528 0.331
H 2.327842 -0.565471 3.221026 -0.776 -0.184 0.299
H 2.077994 -1.113831 1.562420 0.523 0.299 -0.091
H 3.380592 -1.773512 2.664043 -0.044 -0.355 -0.451
H -0.200598 -2.081600 1.844545 -0.317 -0.110 0.045
H -0.063852 -1.276502 3.385576 -0.156 -0.209 0.377
H -0.325550 -4.311059 2.900022 -0.087 -0.075 -0.045
H -1.669548 -3.265064 3.358119 -0.113 -0.093 0.182
H 0.682459 -3.991965 4.900544 0.023 0.098 0.357
H -1.303768 -5.487057 4.892004 0.091 -0.009 -0.223
H -2.151683 -4.099065 5.573278 -0.113 -0.076 0.011
H -1.382770 -5.754509 7.337487 -0.026 -0.282 -0.328
H -0.827427 -4.129641 7.557380 0.189 0.140 -0.027
H 2.013248 -6.393946 7.970412 -0.030 -0.100 -0.140
H 0.343494 -6.409238 8.642357 0.064 -0.320 -0.118
H 1.302829 -4.960716 8.729436 0.103 0.099 -0.041
C -0.473271 6.809036 4.317529 1.059 1.124 0.443
O -1.297539 5.702877 4.193656 -0.014 0.013 -0.180
C -0.575534 4.490080 4.151309 -0.208 -0.970 0.326
C -1.527038 3.366329 3.737262 0.054 0.293 0.054
N -2.731899 3.365541 4.592966 0.499 0.323 -0.859
C -3.653856 2.292496 4.214016 0.658 -0.008 0.068
C -3.181465 0.996984 4.875451 -1.022 0.219 0.547
O -4.084813 -0.056324 4.581509 0.423 -0.046 -0.269
C -3.647577 -1.273888 5.159041 -0.754 0.521 0.225
H 0.227882 6.981031 3.488440 -0.343 -0.319 -0.416
H 0.208428 6.800466 5.183657 -0.276 -0.518 0.253
H -1.045023 7.727862 4.446309 -0.394 -0.213 -0.202
H -0.176001 4.226756 5.137579 -0.030 0.300 0.199
H 0.283429 4.554920 3.476349 -0.124 0.024 -0.279
H -1.022902 2.406733 3.817405 0.170 0.043 0.066
H -1.772257 3.481099 2.675330 -0.140 0.017 -0.059
H -3.167565 4.251129 4.353297 -0.189 -0.026 0.410
H -3.706305 2.149460 3.126886 -0.099 0.009 -0.049
H -4.630892 2.607231 4.580522 -0.141 -0.463 0.012
H -3.220719 1.170829 5.958046 0.336 0.005 0.064
H -2.163376 0.702669 4.604824 0.068 0.167 -0.177
H -4.421896 -1.990482 4.892718 0.321 -0.339 -0.089
H -3.633334 -1.185463 6.252515 0.072 -0.012 0.067
H -2.646171 -1.555859 4.834562 0.051 -0.166 -0.244
C -0.370498 3.044965 -4.322493 -0.078 -0.250 0.440
O 0.959589 2.799796 -4.725674 -0.485 -0.095 -0.311
C 1.344167 1.470691 -4.474908 1.156 -0.461 0.147
C 2.663669 1.208567 -5.205037 -0.450 -0.079 0.088
N 2.512287 1.606084 -6.609782 0.634 0.317 0.562
C 3.804598 1.808680 -7.277007 -0.670 -0.135 -0.529
C 4.437264 0.449739 -7.577046 -0.420 0.121 1.014
O 5.436085 0.494394 -8.551418 0.365 -0.157 -0.767
C 6.700048 0.917399 -8.080768 -0.570 -0.023 1.131
H -1.094561 2.391370 -4.823264 0.120 0.067 -0.377
H -0.589928 4.088926 -4.527632 -0.062 0.021 0.016
H -0.499969 2.822690 -3.257541 0.146 0.272 0.121
H 0.641607 0.704402 -4.823191 -0.451 0.382 -0.060
H 1.497970 1.333367 -3.399568 -0.149 -0.135 0.033
H 2.868164 0.137499 -5.126843 0.024 -0.017 -0.003
H 3.486588 1.724254 -4.690951 0.024 0.210 -0.111
H 2.039976 2.503679 -6.563775 -0.067 -0.060 -0.168
H 4.503169 2.449260 -6.723243 -0.032 -0.070 0.268
H 3.582545 2.342517 -8.204694 0.152 -0.205 -0.172
H 3.668642 -0.275462 -7.851376 -0.071 0.274 -0.558
H 4.779460 0.050137 -6.611305 0.517 0.013 -0.148
H 7.400506 1.050241 -8.897924 -0.139 -0.100 -0.175
H 7.068988 0.181473 -7.355656 0.288 -0.060 -0.168
H 6.598070 1.846273 -7.509483 0.178 0.156 -0.214
C -1.619930 5.336318 0.031651 0.247 0.279 -0.332
O -2.594038 6.307615 -0.330162 -0.104 0.686 0.546
H -2.078840 4.405761 0.352373 0.136 -0.167 -0.217
H -0.904782 5.219380 -0.785347 -0.108 -0.535 -0.032
H -1.020560 5.719314 0.858955 -0.325 0.217 0.134
H -3.112548 6.037128 -1.087524 0.149 -0.383 -0.082
C 2.982139 4.070439 1.585493 0.023 -0.021 -0.811
O 4.012532 4.374416 2.513455 0.007 0.066 0.239
H 3.001287 2.995903 1.412153 -0.188 -0.008 0.087
H 1.970359 4.375801 1.853209 0.087 -0.130 0.498
H 3.157993 4.553167 0.617431 0.236 0.033 0.042
H 3.729228 5.051899 3.129350 -0.118 0.061 -0.083
```
Positions in Å, forces in eV/Å.

Mulliken population analysis, charges in e, atoms 1 to 2: number 1, As, carries 2.52; number 2, F, carries -0.71


This record from the Open Molecules 2025 dataset describes a cluster of 2 separate species, C4H10N2O2 in total at a distorted geometry. The level of theory is ωB97M-V with the def2-TZVPD basis set.

The multiplicity is 1. The value obtained for the HOMO-LUMO gap is 10.1 eV. The value obtained for the HOMO energy is -9.37 eV. The calculation puts the calculated total energy at -418.39207 a.u. Its SMILES is CC(N)=O.CC(N)=O.

Geometry as XYZ:
```
18
Properties=species:S:1:pos:R:3:forces:R:3
C -0.441867 -2.530311 1.054401 -3.250 -0.026 0.693
C -0.617713 -1.811710 -0.343579 -0.522 -1.146 2.272
N -1.670473 -0.917755 -0.368370 1.473 -1.424 -2.554
O 0.176780 -2.069003 -1.205261 0.259 0.326 -1.377
H 0.571794 -2.313490 1.401944 -0.390 -0.135 0.279
H -0.690720 -3.658727 1.112722 0.850 1.756 -0.807
H -1.333297 -2.129984 1.734676 2.328 -0.508 -0.807
H -1.626755 -0.309901 -1.245253 -0.408 -0.721 2.407
H -1.815491 -0.612094 0.571769 -0.595 1.141 -0.265
C 1.441587 1.305393 0.372731 4.331 -2.710 3.142
C 0.235661 1.764003 -0.269457 -4.052 1.795 -0.921
N 0.323751 2.693495 -1.293156 -0.200 -1.540 2.016
O -0.912046 1.439112 0.087054 2.049 0.598 0.094
H 2.380191 1.200616 -0.212398 -0.811 0.664 -0.472
H 1.374166 0.182758 0.688944 -0.558 2.066 -0.301
H 1.895674 1.853801 1.341664 -1.835 -0.810 -2.102
H -0.474552 3.047176 -1.750667 -0.920 0.067 -0.189
H 1.183310 2.866621 -1.677762 2.249 0.606 -1.106
```
Positions in Å, forces in eV/Å.

Mulliken population analysis, charges in e, atoms 1 to 2: number 1, C, carries -0.84; number 2, C, carries 0.58


This record from the Open Molecules 2025 dataset describes the molecule C2H4INO at a distorted geometry. The level of theory is ωB97M-V with the def2-TZVPD basis set.

The multiplicity is 1. The value obtained for the HOMO-LUMO gap is 9.5 eV. The value obtained for the HOMO energy is -9.46 eV. The calculation puts the calculated total energy at -506.20583 a.u. Its SMILES is [H]/N=C(\I)CO.

Geometry as XYZ:
```
9
Properties=species:S:1:pos:R:3:forces:R:3
H -0.409555 -1.313897 -2.323755 0.243 2.672 0.810
N -0.424642 -0.273781 -1.935133 2.216 -3.453 7.033
C 0.063057 -0.435373 -0.548751 -1.565 1.244 -7.208
I 1.029453 -2.195422 0.114238 -0.396 0.282 -0.221
C 0.101792 0.753844 0.447040 0.269 0.334 -2.745
O 0.202527 0.267048 1.720892 2.872 -0.398 -0.006
H -0.872516 1.249537 0.294866 0.446 0.144 -0.097
H 0.932487 1.495385 0.194960 -0.921 -1.118 0.161
H -0.622604 0.452660 2.035644 -3.163 0.294 2.273
```
Positions in Å, forces in eV/Å.

Mulliken population analysis, charges in e, atoms 1 to 2: number 1, H, carries 0.27; number 2, N, carries -0.55


- Among the records above, which one has the highest calculated total energy?
  C4H10N2O2